(1)
{"formula": "C21H18CoN6OS3", "method": "ωB97M-V with the def2-TZVPD basis set", "elements": ["Co", "N", "C", "S", "N", "N", "C", "C", "C", "C", "C", "C", "N", "H", "H", "H", "H", "H", "H", "H", "C", "C", "N", "C", "C", "C", "C", "C", "C", "C", "C", "C", "N", "C", "H", "H", "H", "H", "H", "H", "H", "H", "C", "O", "C", "S", "S", "H", "H", "H"], "coordinates": [[-1.176, 0.041, -0.432], [-5.294, 1.394, -1.395], [-4.121, 0.794, -1.180], [-3.246, 1.194, 0.260], [-3.724, -0.073, -2.092], [-2.581, -0.694, -1.824], [-2.219, -1.670, -2.573], [-1.022, -2.397, -2.196], [-0.563, -3.486, -2.933], [0.552, -4.177, -2.498], [1.171, -3.770, -1.324], [0.656, -2.677, -0.651], [-0.403, -1.991, -1.071], [-5.652, 2.058, -0.736], [-5.812, 1.183, -2.233], [-2.818, -1.970, -3.427], [-1.086, -3.775, -3.835], [0.933, -5.017, -3.062], [2.041, -4.283, -0.941], [1.116, -2.341, 0.271], [-1.476, -0.469, 4.004], [-1.783, -0.399, 2.640], [-0.873, -0.188, 1.708], [0.418, -0.055, 2.089], [0.827, -0.159, 3.428], [-0.170, -0.354, 4.400], [2.219, -0.094, 3.754], [3.151, 0.049, 2.788], [2.767, 0.181, 1.416], [3.699, 0.314, 0.374], [3.251, 0.444, -0.916], [1.875, 0.468, -1.157], [0.974, 0.344, -0.201], [1.404, 0.171, 1.068], [-2.271, -0.617, 4.720], [-2.805, -0.517, 2.307], [0.113, -0.418, 5.443], [2.501, -0.184, 4.795], [4.205, 0.071, 3.034], [4.758, 0.304, 0.599], [3.938, 0.539, -1.744], [1.502, 0.607, -2.164], [1.551, 4.548, -0.806], [1.013, 3.369, -1.424], [-0.290, 3.200, -1.416], [-1.410, 4.158, -0.689], [-0.931, 1.833, -2.197], [2.627, 4.480, -0.924], [1.284, 4.590, 0.249], [1.178, 5.443, -1.305]], "charge": 1, "e_homo_ha": [-0.379, -0.379], "lumo_ev": [-3.221, -5.229], "orbital_gap_ev": [7.099, 5.078], "s_squared": 6.019, "multiplicity": 5, "de_lowest_kj_mol": 45.47}



(2)
{"formula": "C6H4O", "method": "ωB97M-V with the def2-TZVPD basis set", "elements": ["C", "C", "C", "C", "O", "C", "C", "H", "H", "H", "H"], "coordinates": [[-2.340, -0.185, -0.924], [-1.096, 0.263, -0.307], [-0.075, 0.621, 0.227], [1.162, 0.938, 0.917], [1.320, 1.924, 1.605], [2.208, -0.064, 0.731], [3.044, -0.917, 0.574], [-2.507, 0.327, -1.877], [-3.188, 0.030, -0.266], [-2.312, -1.262, -1.114], [3.783, -1.675, 0.434]], "e_homo_ha": -0.376, "lumo_ev": -0.266, "orbital_gap_ev": 9.971, "multiplicity": 1, "de_lowest_kj_mol": 220.74, "smiles": "C#CC(=O)C#CC"}



(3)
{"formula": "C18H16BrN3O4S2", "method": "ωB97M-V with the def2-TZVPD basis set", "elements": ["C", "H", "H", "H", "C", "C", "O", "N", "C", "C", "C", "C", "C", "C", "H", "H", "S", "O", "O", "N", "C", "N", "C", "C", "S", "H", "H", "H", "H", "H", "H", "H", "O", "C", "C", "C", "C", "C", "C", "H", "H", "Br", "H", "H"], "coordinates": [[-0.247, -1.199, -4.857], [-1.211, -0.739, -5.060], [-0.171, -2.136, -5.401], [0.547, -0.535, -5.188], [-0.088, -1.459, -3.361], [-0.090, -0.117, -2.606], [0.885, 0.588, -2.567], [-1.282, 0.162, -1.990], [-1.494, 1.077, -0.956], [-0.588, 2.097, -0.665], [-0.786, 2.884, 0.454], [-1.883, 2.663, 1.264], [-2.818, 1.693, 0.957], [-2.628, 0.904, -0.160], [-3.343, 0.129, -0.400], [-3.663, 1.556, 1.612], [-2.001, 3.528, 2.821], [-1.847, 4.937, 2.655], [-3.110, 3.020, 3.561], [-0.572, 3.029, 3.583], [-0.216, 1.716, 3.641], [0.994, 1.281, 3.690], [1.032, -0.076, 3.753], [-0.172, -0.692, 3.732], [-1.454, 0.476, 3.650], [-0.394, -1.738, 3.781], [1.991, -0.557, 3.809], [0.193, 3.686, 3.573], [-0.089, 3.667, 0.707], [0.276, 2.242, -1.290], [-2.037, -0.498, -2.124], [-0.900, -2.113, -3.001], [1.159, -2.098, -3.181], [1.641, -2.260, -1.919], [0.898, -2.106, -0.752], [1.494, -2.277, 0.485], [2.829, -2.623, 0.557], [3.579, -2.810, -0.594], [2.985, -2.627, -1.824], [3.548, -2.752, -2.734], [4.620, -3.086, -0.526], [3.642, -2.846, 2.262], [0.918, -2.134, 1.386], [-0.150, -1.852, -0.778]], "e_homo_ha": -0.320, "lumo_ev": 0.128, "orbital_gap_ev": 8.841, "multiplicity": 1, "smiles": "C[C@@H](Oc1ccc(Br)cc1)C(=O)Nc1ccc(S(=O)(=O)Nc2nccs2)cc1"}



(4)
{"formula": "C24H44BMnN2P2S3Sb", "method": "ωB97M-V with the def2-TZVPD basis set", "elements": ["Mn", "C", "C", "C", "C", "P", "C", "N", "B", "N", "C", "P", "C", "C", "C", "C", "C", "C", "C", "C", "C", "C", "C", "C", "C", "C", "C", "C", "C", "C", "H", "H", "H", "H", "H", "H", "H", "H", "H", "H", "H", "H", "H", "H", "H", "H", "H", "H", "H", "H", "H", "H", "H", "H", "H", "H", "H", "H", "H", "H", "H", "H", "H", "H", "H", "H", "H", "H", "H", "H", "H", "H", "H", "H", "S", "Sb", "S", "S"], "coordinates": [[0.198, -1.030, -1.628], [4.381, -0.623, -0.351], [3.378, -0.812, 0.794], [2.386, 0.455, 0.922], [4.151, -1.165, 2.114], [2.025, -2.163, 0.189], [0.913, -2.262, 1.738], [-0.035, -1.198, 1.736], [-1.141, -0.944, 0.847], [-1.650, 0.314, 1.194], [-2.782, 0.924, 0.509], [-2.162, 1.399, -1.186], [-1.587, 3.187, -0.919], [-0.374, 3.132, -0.022], [-2.631, 4.225, -0.291], [-1.245, 3.734, -2.336], [-3.701, 1.366, -2.330], [-3.230, 1.260, -3.865], [-4.569, 0.061, -1.972], [-4.758, 2.449, -2.258], [-1.116, 0.705, 2.396], [-1.532, 1.611, 3.357], [-0.791, 1.760, 4.509], [0.352, 1.052, 4.746], [0.789, 0.119, 3.804], [-0.010, -0.174, 2.681], [2.675, -3.985, -0.046], [1.398, -4.706, -0.361], [3.626, -3.983, -1.267], [3.334, -4.704, 1.176], [4.904, 0.331, -0.106], [3.889, -0.612, -1.376], [5.166, -1.329, -0.338], [2.874, 1.381, 0.575], [2.086, 0.592, 1.970], [1.467, 0.342, 0.374], [4.771, -0.290, 2.293], [4.771, -2.014, 2.019], [3.529, -1.321, 2.991], [1.581, -2.193, 2.655], [0.467, -3.224, 1.746], [-3.116, 1.761, 1.051], [-3.669, 0.239, 0.426], [-0.614, 2.897, 1.024], [0.162, 4.064, -0.101], [0.432, 2.500, -0.430], [-2.894, 3.956, 0.684], [-3.645, 4.367, -0.772], [-2.255, 5.265, -0.125], [-0.672, 2.963, -2.890], [-0.581, 4.645, -2.349], [-2.170, 3.957, -2.987], [-2.924, 0.261, -4.054], [-2.345, 1.869, -4.110], [-4.027, 1.604, -4.525], [-3.967, -0.750, -1.464], [-4.891, -0.409, -2.866], [-5.399, 0.275, -1.255], [-4.394, 3.364, -2.784], [-4.971, 2.653, -1.232], [-5.622, 2.143, -2.769], [-2.324, 2.282, 3.200], [-1.113, 2.492, 5.271], [0.904, 1.204, 5.640], [1.606, -0.502, 4.004], [0.748, -4.223, -1.114], [0.711, -4.623, 0.517], [1.558, -5.764, -0.609], [3.180, -3.674, -2.209], [4.132, -4.933, -1.447], [4.363, -3.182, -1.202], [3.842, -3.993, 1.783], [4.074, -5.452, 0.880], [2.586, -5.087, 1.925], [0.055, -2.195, -4.075], [1.412, -0.350, -4.622], [1.593, 0.816, -2.669], [-1.564, -2.108, -0.426]], "e_homo_ha": [-0.268, -0.276], "lumo_ev": [-1.570, -1.565], "orbital_gap_ev": [5.715, 5.949], "s_squared": 8.759, "multiplicity": 6}



(5)
{"formula": "CH7NO3", "method": "ωB97M-V with the def2-TZVPD basis set", "elements": ["C", "N", "O", "H", "H", "H", "H", "H", "O", "H", "H", "O"], "coordinates": [[0.611, -1.536, -0.496], [-0.353, -1.183, 0.402], [1.156, -2.612, -0.528], [0.859, -0.729, -1.193], [-0.920, -1.865, 0.871], [-0.770, -0.268, 0.319], [-2.813, 1.850, 0.361], [-1.748, 2.968, 0.239], [-2.108, 2.196, -0.206], [0.295, 1.911, 0.397], [1.581, 1.081, 0.685], [1.241, 1.969, 0.540]], "e_homo_ha": -0.375, "lumo_ev": 0.248, "orbital_gap_ev": 10.460, "multiplicity": 1, "de_lowest_kj_mol": 25.13, "smiles": "NC=O.O.O"}



(6)
{"formula": "C5H6O", "method": "ωB97M-V with the def2-TZVPD basis set", "elements": ["O", "C", "C", "C", "C", "C", "H", "H", "H", "H", "H", "H"], "coordinates": [[-1.873, -1.411, -0.337], [-0.952, -0.652, -0.135], [0.535, -1.017, -0.036], [1.227, 0.356, 0.102], [0.288, 1.459, 0.387], [-1.060, 0.862, 0.099], [0.828, -1.604, -0.916], [0.690, -1.656, 0.847], [2.230, 0.380, 0.553], [1.344, 0.854, -0.903], [-1.617, 1.062, 1.029], [-1.641, 1.366, -0.689]], "e_homo_ha": -0.318, "lumo_ev": 0.191, "orbital_gap_ev": 8.840, "multiplicity": 1, "de_lowest_kj_mol": 309.87}



(7)
{"formula": "C21H60F3N5O8S", "method": "ωB97M-V with the def2-TZVPD basis set", "elements": ["C", "C", "C", "O", "C", "N", "H", "H", "H", "H", "H", "H", "H", "H", "H", "H", "H", "H", "C", "C", "C", "O", "C", "N", "H", "H", "H", "H", "H", "H", "H", "H", "H", "H", "H", "H", "C", "C", "C", "O", "C", "N", "H", "H", "H", "H", "H", "H", "H", "H", "H", "H", "H", "H", "C", "C", "C", "O", "C", "N", "H", "H", "H", "H", "H", "H", "H", "H", "H", "H", "H", "H", "C", "C", "C", "O", "C", "N", "H", "H", "H", "H", "H", "H", "H", "H", "H", "H", "H", "H", "C", "F", "F", "F", "S", "O", "O", "O"], "coordinates": [[-0.510, -3.338, -0.677], [-1.825, -3.677, -1.296], [-1.755, -4.198, -2.718], [-0.582, -3.626, -3.341], [-0.531, -3.664, -4.749], [-2.429, -4.840, -0.566], [-2.677, -4.638, 0.424], [-3.263, -5.227, -1.008], [-1.676, -5.545, -0.570], [-0.639, -3.273, 0.414], [-0.033, -2.511, -1.165], [0.144, -4.201, -0.688], [-2.455, -2.794, -1.179], [-2.570, -4.029, -3.395], [-1.700, -5.302, -2.732], [-1.084, -2.871, -5.233], [-0.804, -4.691, -5.066], [0.497, -3.606, -5.054], [-5.135, 0.894, -0.608], [-5.415, 0.374, 0.770], [-4.885, 1.345, 1.874], [-5.847, 2.436, 1.941], [-5.714, 3.347, 3.007], [-6.948, 0.236, 0.902], [-7.252, -0.210, 1.784], [-7.403, 1.186, 0.817], [-7.307, -0.357, 0.166], [-5.448, 0.196, -1.370], [-4.079, 1.042, -0.818], [-5.659, 1.850, -0.773], [-4.958, -0.608, 0.961], [-3.850, 1.507, 1.591], [-4.863, 0.795, 2.825], [-4.953, 4.062, 2.652], [-5.469, 2.891, 3.971], [-6.688, 3.839, 3.138], [5.746, 1.198, 0.953], [4.521, 2.127, 0.672], [4.857, 3.611, 0.452], [3.782, 4.195, -0.207], [3.230, 5.388, 0.453], [3.707, 1.711, -0.501], [2.748, 2.112, -0.486], [4.140, 2.063, -1.356], [3.562, 0.700, -0.627], [5.482, 0.162, 1.058], [6.166, 1.443, 1.917], [6.530, 1.301, 0.197], [3.871, 1.985, 1.550], [5.811, 3.652, -0.069], [5.135, 4.122, 1.390], [4.006, 6.135, 0.536], [2.762, 5.126, 1.412], [2.477, 5.746, -0.237], [0.675, -0.657, 4.984], [-0.074, 0.168, 3.971], [-1.211, 0.959, 4.619], [-0.644, 2.102, 5.235], [-1.629, 3.041, 5.661], [0.901, 1.139, 3.327], [1.892, 0.941, 3.340], [0.615, 1.262, 2.371], [0.766, 2.035, 3.842], [0.075, -1.508, 5.334], [1.088, -0.035, 5.768], [1.496, -1.200, 4.515], [-0.519, -0.385, 3.135], [-1.824, 0.351, 5.314], [-1.880, 1.257, 3.781], [-2.463, 2.561, 6.165], [-1.970, 3.567, 4.763], [-1.141, 3.729, 6.347], [3.919, -4.261, -3.709], [3.491, -2.882, -4.168], [2.979, -1.977, -2.959], [3.057, -0.637, -3.305], [1.928, -0.006, -3.899], [4.623, -2.131, -4.780], [4.916, -2.633, -5.615], [4.489, -1.114, -4.889], [5.427, -2.134, -4.167], [4.744, -4.264, -3.027], [4.010, -4.961, -4.557], [3.072, -4.671, -3.152], [2.706, -2.977, -4.920], [3.669, -2.134, -2.178], [1.955, -2.290, -2.711], [2.199, 1.014, -4.167], [1.164, 0.049, -3.146], [1.557, -0.583, -4.741], [-1.032, 2.513, -0.737], [-0.580, 2.705, -1.956], [-0.470, 3.386, 0.064], [-2.390, 2.743, -0.709], [-0.622, 0.842, -0.175], [-1.031, 0.912, 1.183], [-1.494, -0.112, -0.976], [0.791, 0.705, -0.413]], "charge": 4, "e_homo_ha": -0.674, "lumo_ev": -8.737, "orbital_gap_ev": 9.604, "multiplicity": 1, "de_lowest_kj_mol": 135.44}



(8)
{"formula": "C35H90N6O11", "method": "ωB97M-V with the def2-TZVPD basis set", "elements": ["C", "O", "C", "C", "N", "C", "C", "O", "C", "H", "H", "H", "H", "H", "H", "H", "H", "H", "H", "H", "H", "H", "H", "H", "C", "O", "C", "C", "N", "C", "C", "O", "C", "H", "H", "H", "H", "H", "H", "H", "H", "H", "H", "H", "H", "H", "H", "H", "C", "O", "C", "C", "N", "C", "C", "O", "C", "H", "H", "H", "H", "H", "H", "H", "H", "H", "H", "H", "H", "H", "H", "H", "C", "O", "C", "C", "N", "C", "C", "O", "C", "H", "H", "H", "H", "H", "H", "H", "H", "H", "H", "H", "H", "H", "H", "H", "C", "C", "C", "O", "C", "N", "H", "H", "H", "H", "H", "H", "H", "H", "H", "H", "H", "C", "C", "C", "O", "C", "N", "H", "H", "H", "H", "H", "H", "H", "H", "H", "H", "H", "C", "C", "C", "O", "H", "H", "H", "H", "H", "H", "H", "H"], "coordinates": [[7.021, -1.963, 4.169], [6.415, -1.750, 2.920], [5.522, -2.688, 2.487], [4.260, -1.850, 2.109], [4.253, -1.278, 0.754], [5.247, -0.287, 0.665], [6.216, -0.515, -0.451], [5.590, -0.688, -1.696], [6.540, -0.993, -2.792], [6.295, -2.086, 4.973], [7.657, -1.128, 4.462], [7.691, -2.816, 4.067], [5.185, -3.342, 3.291], [5.902, -3.350, 1.709], [4.018, -1.181, 2.935], [3.369, -2.476, 2.059], [4.432, -2.012, 0.084], [5.618, 0.130, 1.601], [4.738, 0.596, 0.279], [6.902, -1.327, -0.212], [6.889, 0.342, -0.433], [6.003, -1.139, -3.729], [7.124, -1.910, -2.711], [7.279, -0.200, -2.901], [0.448, 10.641, -0.716], [0.740, 9.498, 0.122], [0.278, 8.189, -0.372], [0.742, 7.076, 0.728], [-0.408, 6.734, 1.603], [0.000, 6.233, 2.914], [0.702, 4.768, 2.891], [-0.072, 3.636, 2.694], [0.643, 2.404, 2.742], [1.009, 10.470, -1.634], [0.833, 11.568, -0.290], [-0.606, 10.742, -0.977], [0.860, 7.990, -1.271], [-0.780, 8.137, -0.630], [1.659, 7.392, 1.226], [0.981, 6.136, 0.230], [-0.906, 7.604, 1.728], [-0.931, 6.109, 3.468], [0.557, 6.897, 3.576], [1.439, 4.803, 3.694], [1.347, 4.810, 2.013], [1.503, 2.456, 2.074], [0.039, 1.519, 2.542], [0.996, 2.264, 3.764], [-0.748, -4.253, 5.783], [0.111, -4.723, 4.779], [0.030, -3.950, 3.589], [0.982, -4.537, 2.474], [0.784, -5.978, 2.166], [-0.394, -6.262, 1.359], [-0.322, -6.095, -0.152], [-1.218, -6.823, -0.842], [-1.398, -6.542, -2.238], [-0.624, -3.203, 6.051], [-0.741, -4.904, 6.657], [-1.788, -4.362, 5.476], [0.334, -2.926, 3.804], [-1.013, -4.019, 3.279], [2.037, -4.445, 2.731], [0.927, -3.902, 1.590], [0.501, -6.378, 3.049], [-1.308, -5.787, 1.716], [-0.497, -7.317, 1.614], [0.671, -6.369, -0.509], [-0.235, -5.036, -0.398], [-2.420, -6.750, -2.554], [-0.735, -7.120, -2.883], [-1.154, -5.495, -2.418], [-2.668, 2.665, 0.461], [-2.065, 2.812, -0.823], [-0.977, 3.740, -0.758], [-0.250, 3.747, -2.155], [0.903, 4.590, -2.286], [2.121, 4.029, -1.614], [3.347, 4.912, -1.950], [3.574, 5.044, -3.408], [4.572, 4.109, -3.894], [-2.992, 3.575, 0.967], [-2.003, 2.247, 1.215], [-3.465, 1.941, 0.289], [-0.268, 3.375, -0.016], [-1.198, 4.760, -0.444], [-0.978, 3.858, -2.958], [-0.084, 2.682, -2.316], [1.249, 4.458, -3.225], [2.340, 3.058, -2.059], [2.089, 3.979, -0.525], [4.246, 4.675, -1.381], [3.206, 5.944, -1.629], [5.484, 4.009, -3.306], [4.868, 4.451, -4.886], [4.102, 3.128, -3.964], [-4.445, -2.619, 1.990], [-5.607, -2.428, 0.889], [-6.235, -1.076, 0.598], [-7.025, -0.637, 1.730], [-7.489, 0.713, 1.700], [-5.113, -3.032, -0.274], [-4.831, -2.294, 2.956], [-3.639, -1.898, 1.854], [-3.816, -3.507, 2.055], [-6.415, -3.040, 1.290], [-6.947, -1.032, -0.226], [-5.366, -0.417, 0.605], [-8.428, 0.825, 1.157], [-6.764, 1.296, 1.131], [-7.521, 0.957, 2.762], [-5.361, -2.451, -1.062], [-5.582, -3.900, -0.488], [-2.771, -2.014, -3.720], [-3.998, -2.847, -3.757], [-4.480, -3.381, -5.118], [-5.871, -3.543, -5.114], [-6.254, -4.416, -6.114], [-3.834, -3.900, -2.806], [-2.733, -1.475, -2.774], [-2.670, -1.267, -4.508], [-1.835, -2.571, -3.737], [-4.838, -2.274, -3.364], [-3.847, -4.267, -5.164], [-4.103, -2.719, -5.899], [-5.571, -5.262, -6.198], [-6.135, -3.743, -6.962], [-7.306, -4.617, -5.912], [-3.514, -3.383, -2.000], [-4.762, -4.117, -2.471], [-0.727, -1.255, -0.010], [0.808, -1.015, -0.007], [1.257, 0.187, -0.833], [1.335, -0.962, 1.250], [-0.988, -2.138, 0.573], [-1.117, -1.513, -0.994], [-1.299, -0.362, 0.242], [1.232, -1.901, -0.479], [2.331, 0.062, -0.970], [0.954, 1.121, -0.361], [0.853, 0.266, -1.842], [2.291, -0.928, 1.169]], "charge": 1, "e_homo_ha": [-0.386, -0.386], "lumo_ev": [-2.454, -7.974], "orbital_gap_ev": [8.052, 2.532], "s_squared": 0.754, "multiplicity": 2, "de_lowest_kj_mol": 237.44}



no.,electronic energy (a.u.)
1,-3792.001967
2,-306.127457
3,-4531.148164
4,-4343.904517
5,-322.779120
6,-269.228216
7,-2408.214510
8,-2542.952636